Entry from the Open Molecules 2025 dataset: a structure of composition C4H2BaO2 at a distorted geometry (wB97M-V/def2-TZVPD).

Geometry (Å):
1 H -0.55485 2.17376 0.99765
2 C -0.47566 1.10233 0.84204
3 C 0.28991 0.16439 0.23203
4 O -1.41955 0.22853 1.27002
5 O -0.64904 -0.85250 0.72848
6 Ba -2.11914 -3.08899 -0.37246
7 C 1.60751 0.11377 -1.28233
8 C 1.67959 -0.18744 -0.07855
9 H 1.64124 0.34615 -2.33689

The value obtained for the lowest unoccupied orbital energy (spin up / spin down) is -3.4 / -3.8 eV. The HOMO energy (spin up / spin down) is -8.90 / -12.17 eV. As for the expectation value of S²: 0.75. As for the spin multiplicity: 2. Its total charge is +1. For the energy above the lowest of the compared OMol25 structures with the same formula, charge and spin, the calculation gives 5.3880 eV.



Entry from the Open Molecules 2025 dataset: a structure of composition C14H11BrCl4N2O6PtSi (wB97M-V/def2-TZVPD).

Geometry (Å):
1 Pt 0.22625 0.13252 0.65550
2 O 3.04833 2.57070 -1.11359
3 Cl 2.17729 1.86321 -0.25070
4 O 2.41055 2.12332 1.14088
5 O 2.28106 0.38685 -0.48643
6 O 0.75158 2.16154 -0.56984
7 C -2.88070 0.81832 -0.05654
8 O -1.95530 -0.27401 -0.18317
9 C -2.45026 -1.54959 -0.08449
10 C -3.79528 -1.84953 -0.05631
11 C -4.17325 -3.18325 0.06290
12 Br -6.01488 -3.59246 0.13256
13 C -3.24899 -4.19969 0.11997
14 C -1.88667 -3.89384 0.06394
15 C -1.50432 -2.56557 0.00297
16 O -0.16446 -2.17472 0.06872
17 C -0.92184 -5.01108 0.06847
18 N -1.23583 -6.22230 0.41824
19 C -0.07273 -6.96250 0.24714
20 C 0.15862 -8.31936 0.47342
21 C 1.41941 -8.80761 0.20345
22 C 2.44161 -7.97169 -0.28148
23 C 2.23074 -6.62661 -0.50657
24 C 0.95331 -6.14835 -0.23040
25 N 0.39748 -4.88156 -0.31579
26 H -3.58872 0.80323 -0.88375
27 H -2.27962 1.72102 -0.10461
28 H -3.40043 0.76000 0.90019
29 H -4.54652 -1.07663 -0.10315
30 H -3.54270 -5.23685 0.19163
31 H 0.26720 -2.67658 0.77779
32 H -0.63331 -8.95680 0.84316
33 H 1.63179 -9.85617 0.36436
34 H 3.41840 -8.39326 -0.47797
35 H 3.02016 -5.98390 -0.87350
36 H 0.78262 -4.12081 -0.84853
37 Cl 1.31664 -1.07638 3.83525
38 Si -0.20784 -0.07792 2.89098
39 Cl -0.52509 1.68336 3.87183
40 Cl -1.90169 -1.23204 3.17626

The value obtained for the lowest unoccupied orbital energy (spin up / spin down) is -0.5 / -2.2 eV. The HOMO energy (spin up / spin down) is -8.96 / -8.98 eV. As for the expectation value of S²: 2.00. As for the spin multiplicity: 3.



Entry from the Open Molecules 2025 dataset: a cluster of 2 separate species, C5H14IN2OS in total at a distorted geometry (wB97M-V/def2-TZVPD).

Geometry (Å):
1 C -0.08461 1.96312 0.73657
2 C -2.05581 0.42320 0.94126
3 C -0.33490 -1.17239 -0.97580
4 C 1.17026 -1.58900 -0.59836
5 C -0.45652 0.36799 -0.83794
6 N 1.56070 -1.25994 0.73992
7 N -0.76577 0.75964 0.48063
8 O 4.53868 -2.39383 0.04525
9 S 4.38573 -1.27182 0.93456
10 I 4.38611 0.75286 -0.31157
11 H 1.00003 1.69406 0.73782
12 H -0.37974 2.77074 -0.03155
13 H -0.35224 2.23902 1.72154
14 H -2.57889 -0.16809 0.27046
15 H -1.98696 -0.17818 1.78998
16 H -2.61375 1.33134 1.30361
17 H -0.97615 -1.63710 -0.24758
18 H -0.61511 -1.46236 -1.99065
19 H 1.37136 -2.73809 -0.79611
20 H 1.85835 -1.17529 -1.32135
21 H 0.48331 0.85556 -1.17379
22 H -1.16600 0.75238 -1.60809
23 H 1.44023 -2.16434 1.22648
24 H 1.49154 -0.35030 1.19007

The value obtained for the lowest unoccupied orbital energy (spin up / spin down) is -7.3 / -7.3 eV. The HOMO energy (spin up / spin down) is -11.23 / -11.23 eV. Its total charge is +1. For the energy above the lowest of the compared OMol25 structures with the same formula, charge and spin, the calculation gives 0.3966 eV.



Entry from the Open Molecules 2025 dataset: the molecule C16H17N5OS at a distorted geometry (wB97M-V/def2-TZVPD).

Geometry (Å):
1 C 0.12171 2.73869 -5.27088
2 C -0.36755 2.19310 -3.96976
3 N -0.13365 0.92142 -3.73103
4 C -0.56900 0.42457 -2.58814
5 N -0.45071 -0.79217 -2.08639
6 C -1.07540 -0.70777 -0.90248
7 N -1.59556 0.47758 -0.61412
8 N -1.27170 1.21521 -1.66912
9 C -1.50107 2.52440 -1.86617
10 C -1.03981 3.03253 -3.05588
11 H -1.18654 4.07462 -3.28862
12 C -2.20731 3.26263 -0.78825
13 H -1.82866 2.92997 0.17853
14 H -2.07957 4.33498 -0.90123
15 H -3.27075 3.02465 -0.81515
16 S -1.19256 -2.02238 0.21588
17 C -1.58023 -1.04639 1.71305
18 H -2.53613 -0.54796 1.55960
19 C -0.53060 0.01723 1.99994
20 O -0.82726 1.19488 2.05577
21 N 0.73726 -0.42164 2.16323
22 C 1.11132 -1.78978 2.26066
23 C 0.75606 -2.52342 3.38559
24 C 1.14546 -3.84627 3.49776
25 C 1.89852 -4.43544 2.49690
26 C 2.26512 -3.69924 1.38261
27 C 1.87745 -2.37762 1.26250
28 H 2.14443 -1.80748 0.38571
29 H 2.85043 -4.15691 0.59982
30 H 2.20016 -5.46809 2.58588
31 H 0.86333 -4.41477 4.37145
32 H 0.17973 -2.05229 4.16930
33 C 1.80766 0.53718 2.34620
34 H 2.28026 0.39388 3.32017
35 H 1.37593 1.53521 2.29418
36 H 2.56083 0.42014 1.56538
37 H -1.65300 -1.77533 2.51780
38 H 0.62937 1.95437 -5.82308
39 H 0.80768 3.56630 -5.09902
40 H -0.71564 3.11139 -5.85859

The value obtained for the lowest unoccupied orbital energy is 0.6 eV. The HOMO energy is -8.28 eV. The SMILES is Cc1cc(C)n2nc(SCC(=O)N(C)c3ccccc3)nc2n1. For the energy above the lowest of the compared OMol25 structures with the same formula, charge and spin, the calculation gives 0.0228 eV.



Entry from the Open Molecules 2025 dataset: a cluster of 2 separate species, C3H8OS2 in total (wB97M-V/def2-TZVPD).

Geometry (Å):
1 O 0.58035 -4.51896 0.03864
2 C 0.89772 -3.36220 0.06909
3 C 1.81424 -2.72816 -0.93699
4 H 0.49984 -2.80142 0.92814
5 H 2.72765 -3.30654 -1.04862
6 H 2.02757 -1.69022 -0.68660
7 H 1.29966 -2.71211 -1.90125
8 C -0.17297 0.44227 0.97919
9 S -0.41442 2.25317 0.94550
10 S -1.20252 2.56781 -0.93767
11 H -1.12062 -0.06653 1.12642
12 H 0.50087 0.27975 1.81837
13 H 0.28555 0.14017 0.04197
14 H -0.04793 2.55449 -1.61616

The value obtained for the lowest unoccupied orbital energy is 0.5 eV. The HOMO energy is -9.26 eV. The SMILES is CC=O.CSS. For the energy above the lowest of the compared OMol25 structures with the same formula, charge and spin, the calculation gives 0.5275 eV.



Entry from the Open Molecules 2025 dataset: a cluster of 6 separate species, H12O6 in total (wB97M-V/def2-TZVPD).

Geometry (Å):
1 H 1.42143 1.75355 -0.24079
2 H 0.22927 2.37190 0.47085
3 H -2.62926 -0.95265 0.46609
4 H -3.96100 -1.54425 0.03420
5 H 0.28461 -2.03490 -0.73234
6 H -0.96166 -1.17604 -0.87095
7 H -0.24779 -0.71389 2.02724
8 H -0.10194 0.52046 1.15252
9 H -3.03517 1.52835 -1.23482
10 H -1.70571 1.86453 -0.57941
11 H 4.84396 -1.54613 -0.05346
12 H 6.05213 -0.63849 -0.21638
13 O 0.95413 2.58872 -0.12626
14 O -3.05678 -1.40569 -0.26942
15 O -0.04655 -1.14442 -0.56999
16 O -0.75996 -0.00606 1.62024
17 O -2.36826 1.16715 -0.64004
18 O 5.08854 -0.63214 -0.23730

The value obtained for the lowest unoccupied orbital energy is 0.4 eV. The HOMO energy is -10.65 eV. The SMILES is O.O.O.O.O.O. For the energy above the lowest of the compared OMol25 structures with the same formula, charge and spin, the calculation gives 1.7590 eV.



no.,calculated total energy (hartree)
1,-329.006750
2,-5924.486735
3,-1079.148384
4,-1367.138346
5,-990.691216
6,-458.607832